1.
Density functional theory data (ωB97M-V/def2-TZVPD) for C14H28BeFO8 as an isolated structure in a non-equilibrium geometry.

Summary:
electronic energy: -34451.890 eV
multiplicity: 1
net charge: +1
Kohn-Sham gap: 2.3 eV

CARTESIAN COORDINATES (ANGSTROEM)
1 Be 25.524 12.973 -10.907
2 F 23.794 10.267 -9.537
3 C 31.193 11.322 -9.118
4 C 30.444 10.434 -8.345
5 C 29.173 10.116 -9.213
6 O 28.967 11.415 -9.677
7 C 30.160 12.033 -9.971
8 H 31.891 10.851 -9.810
9 H 31.806 11.915 -8.439
10 H 30.108 11.042 -7.505
11 H 30.974 9.571 -7.941
12 H 28.259 9.846 -8.686
13 H 29.494 9.581 -10.107
14 H 29.996 13.058 -9.637
15 H 30.544 12.029 -10.991
16 C 21.095 14.795 -7.944
17 C 21.872 16.027 -7.520
18 C 22.496 16.580 -8.817
19 O 22.612 15.487 -9.692
20 C 21.346 14.796 -9.420
21 H 20.021 14.747 -7.760
22 H 21.516 13.882 -7.524
23 H 22.769 15.654 -7.026
24 H 21.325 16.743 -6.907
25 H 23.429 17.089 -8.576
26 H 22.013 17.396 -9.354
27 H 21.257 13.780 -9.804
28 H 20.583 15.246 -10.055
29 C 26.138 5.046 -3.271
30 O 25.639 6.163 -3.910
31 C 24.264 6.213 -4.054
32 O 23.508 5.477 -3.466
33 O 23.979 7.393 -4.662
34 C 22.662 7.595 -5.079
35 H 27.217 5.192 -3.310
36 H 25.796 4.082 -3.648
37 H 25.796 5.094 -2.237
38 H 22.113 6.673 -5.273
39 H 22.724 8.260 -5.940
40 H 22.201 8.195 -4.295
41 C 25.726 8.003 -13.210
42 O 25.914 8.401 -14.576
43 C 26.297 9.634 -14.807
44 O 26.536 10.538 -14.009
45 O 26.157 9.831 -16.106
46 C 26.303 11.102 -16.672
47 H 26.661 8.169 -12.675
48 H 25.592 6.922 -13.200
49 H 24.967 8.521 -12.624
50 H 25.722 11.945 -16.298
51 H 26.281 11.087 -17.761
52 H 27.297 11.522 -16.514

***

2.
Density functional theory data (ωB97M-V/def2-TZVPD) for C14H28Cl14 as an isolated structure in a non-equilibrium geometry.

Summary:
electronic energy: -190275.396 eV
multiplicity: 1
net charge: 0
Kohn-Sham gap: 8.8 eV

CARTESIAN COORDINATES (ANGSTROEM)
1 Cl -2.418 -0.478 1.860
2 C -2.088 0.205 3.445
3 C -1.730 -0.979 4.454
4 Cl -3.047 -2.166 4.844
5 H -2.910 0.773 3.881
6 H -1.355 0.999 3.301
7 H -1.382 -0.522 5.380
8 H -0.909 -1.630 4.154
9 Cl 0.320 5.825 -2.049
10 C 0.568 4.286 -1.193
11 C -0.756 3.949 -0.419
12 Cl -2.074 3.633 -1.472
13 H 1.410 4.287 -0.500
14 H 0.797 3.509 -1.922
15 H -1.098 4.700 0.293
16 H -0.625 3.000 0.100
17 Cl -1.549 -0.144 -3.992
18 C -2.334 1.273 -3.197
19 C -3.553 1.802 -3.882
20 Cl -4.728 0.466 -4.148
21 H -1.596 2.075 -3.236
22 H -2.682 0.911 -2.230
23 H -3.311 2.235 -4.852
24 H -3.958 2.491 -3.141
25 Cl -1.937 1.414 -0.872
26 C -0.857 0.547 0.281
27 C 0.444 0.178 -0.406
28 Cl 0.079 -1.042 -1.658
29 H -1.272 -0.429 0.533
30 H -0.808 1.138 1.196
31 H 1.143 -0.210 0.335
32 H 0.933 1.034 -0.871
33 Cl 1.320 -4.672 -2.559
34 C 0.626 -2.975 -2.665
35 C -0.050 -2.782 -3.997
36 Cl -1.613 -3.682 -4.040
37 H 1.421 -2.244 -2.523
38 H -0.024 -2.824 -1.803
39 H 0.533 -3.017 -4.888
40 H -0.304 -1.728 -4.113
41 Cl 5.222 -0.267 -0.482
42 C 4.089 -1.702 -0.282
43 C 2.945 -1.325 0.701
44 Cl 1.499 -2.259 0.435
45 H 4.623 -2.564 0.118
46 H 3.734 -2.011 -1.266
47 H 2.586 -0.312 0.520
48 H 3.253 -1.351 1.746
49 Cl 0.380 -0.488 2.198
50 C 1.412 -0.286 3.556
51 C 1.925 -1.592 4.189
52 Cl 2.620 -1.166 5.726
53 H 0.816 0.185 4.338
54 H 2.299 0.270 3.254
55 H 2.725 -1.894 3.513
56 H 1.249 -2.440 4.304

***

3.
Density functional theory data (ωB97M-V/def2-TZVPD) for C14H28Cl2MoO2Si as an isolated structure in a non-equilibrium geometry.

Summary:
electronic energy: -53847.231 eV
multiplicity: 3
net charge: -2
Kohn-Sham gap (alpha / beta): 4.3 / 4.2 eV
<S²>: 2.014

CARTESIAN COORDINATES (ANGSTROEM)
1 C -0.172 0.912 -3.539
2 C -1.129 0.137 -2.764
3 C -0.387 -0.716 -1.865
4 C -2.603 0.228 -2.872
5 C 1.021 -0.504 -2.119
6 C 1.152 0.514 -3.130
7 C 2.417 1.072 -3.690
8 C -0.490 1.984 -4.518
9 C -0.967 -1.661 -0.882
10 C 2.127 -1.247 -1.463
11 Mo 0.084 1.458 -1.368
12 Cl -3.558 -0.815 1.336
13 Cl 1.611 1.540 0.449
14 O 1.563 -1.774 2.238
15 H -2.935 1.270 -2.797
16 H -3.064 -0.332 -2.054
17 H -2.956 -0.175 -3.829
18 H -1.762 -1.167 -0.293
19 H -0.203 -2.001 -0.172
20 H -1.429 -2.531 -1.368
21 H 1.941 -1.422 -0.393
22 H 3.073 -0.703 -1.567
23 H 2.260 -2.237 -1.926
24 H 3.258 0.426 -3.431
25 H 2.624 2.083 -3.315
26 H 2.349 1.139 -4.782
27 H -1.513 1.857 -4.882
28 H 0.205 1.952 -5.365
29 H -0.411 2.983 -4.061
30 H 2.434 -2.210 2.207
31 O -0.957 2.916 -1.629
32 H -0.760 3.795 -1.250
33 C -0.829 1.072 3.239
34 Si -0.113 -0.484 3.981
35 C 0.185 -0.360 5.828
36 C -1.233 -1.926 3.585
37 C 1.629 -0.749 3.233
38 H -1.688 1.389 3.849
39 H -1.216 0.855 2.234
40 H -0.103 1.893 3.186
41 H -0.684 -0.755 6.373
42 H 1.072 -0.934 6.131
43 H 0.332 0.687 6.126
44 H -1.764 -1.738 2.629
45 H -0.674 -2.869 3.506
46 H -2.013 -2.024 4.355
47 H 1.967 0.192 2.775
48 H 2.308 -1.018 4.063

***

4.
Density functional theory data (ωB97M-V/def2-TZVPD) for a 2-piece molecular cluster, C14H28N4O4PS3 overall in a non-equilibrium geometry.

Summary:
electronic energy: -70900.444 eV
multiplicity: 1
net charge: +1
Kohn-Sham gap: 7.5 eV

CARTESIAN COORDINATES (ANGSTROEM)
1 N -6.217 1.245 -0.405
2 P -5.607 0.905 1.275
3 O -4.661 2.303 1.669
4 C -4.611 -0.704 1.130
5 C -3.807 -1.047 -0.297
6 N -2.498 -1.824 -0.123
7 C -2.309 -1.811 1.405
8 C -3.559 -1.187 2.287
9 C -3.265 -0.279 3.610
10 C -1.704 -0.208 4.100
11 C -0.931 1.212 3.712
12 S 0.830 0.801 3.305
13 C 1.288 0.953 1.517
14 S 2.994 0.866 1.193
15 N 0.433 1.100 0.297
16 C -1.021 1.370 0.025
17 C -1.416 1.486 -1.568
18 N -0.090 1.221 -2.245
19 C 0.969 0.984 -1.146
20 H -5.476 1.027 -1.118
21 H -6.273 2.308 -0.437
22 H -3.692 2.106 1.817
23 H -5.467 -1.535 1.189
24 H -4.522 -1.849 -0.805
25 H -3.610 -0.120 -0.980
26 H -1.689 -1.463 -0.690
27 H -2.578 -2.810 -0.499
28 H -1.255 -1.303 1.516
29 H -2.181 -2.975 1.621
30 H -4.065 -2.169 2.742
31 H -3.667 0.821 3.575
32 H -3.860 -0.801 4.505
33 H -1.025 -1.096 3.760
34 H -1.729 -0.268 5.292
35 H -1.513 1.878 2.952
36 H -0.916 1.841 4.728
37 H -1.836 1.497 0.847
38 H -2.489 1.718 -2.034
39 H 2.043 0.747 -1.537
40 O 3.953 -0.370 -2.813
41 S 5.085 -0.220 -3.704
42 O 5.500 -1.276 -4.602
43 O 6.377 0.272 -2.840
44 C 6.793 -0.513 -1.730
45 C 7.496 -1.780 -2.178
46 C 4.867 1.263 -4.655
47 H 5.943 -0.739 -1.077
48 H 7.493 0.097 -1.148
49 H 6.807 -2.449 -2.702
50 H 7.902 -2.323 -1.320
51 H 8.311 -1.547 -2.871
52 H 4.589 2.079 -3.986
53 H 4.068 1.082 -5.378
54 H 5.797 1.486 -5.180

***

5.
Density functional theory data (ωB97M-V/def2-TZVPD) for C14H28N4O4W as an isolated structure.

Summary:
electronic energy: -30902.316 eV
multiplicity: 1
net charge: +4
Kohn-Sham gap: 8.2 eV

CARTESIAN COORDINATES (ANGSTROEM)
1 W -0.819 -0.400 0.123
2 C -2.094 -2.081 -2.085
3 C -2.066 -0.650 -2.569
4 O -2.092 0.222 -1.372
5 C -3.406 0.806 -0.977
6 C -3.255 1.295 0.452
7 O -2.464 0.232 1.111
8 C -2.474 -0.052 2.572
9 C -2.069 -1.515 2.673
10 O -1.019 -1.752 1.644
11 C -0.711 -3.143 1.253
12 C -1.370 -3.391 -0.087
13 O -1.200 -2.142 -0.890
14 H -1.715 -2.773 -2.837
15 H -3.083 -2.394 -1.751
16 H -2.918 -0.433 -3.213
17 H -1.147 -0.398 -3.093
18 H -4.149 0.012 -1.056
19 H -3.641 1.620 -1.661
20 H -4.223 1.382 0.945
21 H -2.707 2.231 0.540
22 H -3.481 0.097 2.960
23 H -1.778 0.637 3.046
24 H -2.900 -2.182 2.445
25 H -1.650 -1.746 3.651
26 H -1.081 -3.838 2.007
27 H 0.374 -3.204 1.215
28 H -2.443 -3.562 -0.001
29 H -0.900 -4.214 -0.626
30 C 0.904 1.993 -0.512
31 N 2.162 2.377 -0.996
32 C 2.766 1.367 -1.854
33 N 3.143 0.267 -0.980
34 C 2.039 -0.446 -0.478
35 N 0.833 0.466 0.081
36 C 4.208 2.120 1.930
37 N 3.820 1.889 0.731
38 C 3.136 2.952 -0.073
39 C 4.174 0.659 -0.081
40 H 0.186 2.006 -1.328
41 H 0.588 2.644 0.297
42 H 3.642 1.773 -2.359
43 H 2.059 1.032 -2.613
44 H 2.348 -1.093 0.339
45 H 1.611 -1.034 -1.292
46 H 4.792 1.385 2.476
47 H 3.978 3.071 2.403
48 H 3.915 3.449 -0.656
49 H 2.688 3.674 0.606
50 H 4.434 -0.143 0.607
51 H 5.055 0.926 -0.668

***

6.
Density functional theory data (ωB97M-V/def2-TZVPD) for one molecule with the formula C14H28NO6P in a non-equilibrium geometry.

Summary:
electronic energy: -38031.340 eV
multiplicity: 1
net charge: 0
Kohn-Sham gap: 8.4 eV

CARTESIAN COORDINATES (ANGSTROEM)
1 C -1.963 -3.130 3.655
2 C -2.520 -1.992 2.828
3 O -3.083 -2.519 1.645
4 C -4.025 -1.683 1.016
5 C -3.543 -0.269 0.753
6 O -2.367 -0.339 -0.021
7 C -1.612 0.842 0.023
8 C -0.651 0.928 -1.164
9 O -1.245 0.241 -2.275
10 O -0.427 2.235 -1.576
11 C 0.665 2.149 -2.518
12 C 1.363 0.784 -2.324
13 C 0.713 0.239 -1.029
14 C 0.605 -1.280 -0.867
15 O 0.740 -1.926 -2.141
16 N 0.293 -3.281 -1.999
17 O 1.119 -4.031 -2.338
18 P 1.690 0.772 0.508
19 C 1.450 2.579 0.795
20 C 2.350 3.594 0.057
21 C 3.475 0.561 0.101
22 C 3.846 -0.710 -0.686
23 H -1.369 -2.736 4.480
24 H -2.763 -3.758 4.048
25 H -1.326 -3.759 3.032
26 H -3.264 -1.433 3.413
27 H -1.710 -1.289 2.591
28 H -4.966 -1.643 1.583
29 H -4.236 -2.149 0.052
30 H -4.331 0.250 0.190
31 H -3.378 0.284 1.686
32 H -2.271 1.721 -0.033
33 H -1.057 0.910 0.969
34 H -1.965 0.808 -2.588
35 H 0.242 2.230 -3.521
36 H 1.331 2.998 -2.394
37 H 2.434 0.969 -2.238
38 H 1.231 0.119 -3.173
39 H 1.382 -1.671 -0.207
40 H -0.361 -1.554 -0.433
41 H 1.564 2.730 1.869
42 H 0.411 2.804 0.560
43 H 1.772 4.454 -0.281
44 H 3.134 3.958 0.720
45 H 2.843 3.162 -0.812
46 H 3.953 0.496 1.081
47 H 3.913 1.438 -0.380
48 H 4.798 -0.555 -1.196
49 H 3.125 -0.990 -1.449
50 H 3.991 -1.558 -0.016